Computed, not measured: C57H45IN9O8OsP as an isolated structure, with ωB97M-V/def2-TZVPD.

Element x y z (Å)
Os1 0.45139 -0.18616 -0.14739
C1 -4.20031 1.39340 2.51636
N1 -3.07696 0.51929 2.30981
C2 -2.04727 0.74078 1.45904
N2 -1.20260 -0.28912 1.48963
C3 -1.69329 -1.20158 2.37642
C4 -2.88412 -0.69465 2.89590
C5 -3.80888 -1.21995 3.89894
C6 -4.04699 -0.47079 5.05097
C7 -4.93118 -0.92777 6.00848
C8 -5.59538 -2.12943 5.81722
C9 -5.33879 -2.89369 4.68912
C10 -4.44745 -2.44774 3.73154
C11 -0.99949 -2.41572 2.79725
C12 -0.02177 -3.02083 2.00590
C13 0.59365 -4.19149 2.40820
C14 0.26300 -4.77100 3.62348
C15 -0.66699 -4.15391 4.44478
C16 -1.29238 -2.99057 4.03916
P1 -1.84574 2.37051 0.64247
C17 -1.76878 1.80186 -1.09639
N3 -0.90705 0.92048 -1.58894
C18 -1.13802 0.83716 -2.93017
C19 -2.15823 1.73532 -3.25857
N4 -2.53602 2.31659 -2.08552
C20 -3.54379 3.32653 -1.90696
C21 -2.71422 2.11639 -4.55434
C22 -4.09450 2.22179 -4.72988
C23 -4.62067 2.59568 -5.95280
C24 -3.77717 2.85120 -7.02255
C25 -2.40396 2.74722 -6.85695
C26 -1.86891 2.38978 -5.63441
C27 -0.46188 -0.07482 -3.82332
C28 1.00927 -0.39437 -3.57170
C29 1.79461 -1.53229 -5.08358
C30 0.68658 -1.91801 -6.02407
C31 -0.56884 -1.45299 -5.91704
C32 -1.09798 -0.57223 -4.91131
C33 -0.02453 2.53474 0.82145
N5 0.89409 1.57642 0.61900
C34 2.12681 2.13154 0.86972
C35 1.93121 3.46068 1.21342
N6 0.58581 3.68563 1.17545
C36 -0.06655 4.95224 1.37337
C37 2.89874 4.49347 1.55970
C38 3.95581 4.79221 0.70259
C39 4.85512 5.78269 1.04760
C40 4.71340 6.46816 2.24533
C41 3.66962 6.16380 3.10395
C42 2.75674 5.18584 2.76118
C43 3.37061 1.36445 0.88384
C44 3.55087 0.25176 0.05797
C45 4.68871 -0.52772 0.15846
C46 5.66835 -0.21480 1.08735
C47 5.50734 0.89829 1.89624
C48 4.37614 1.68552 1.79924
H1 -4.56266 1.77318 1.56158
H2 -3.92732 2.23539 3.15450
H3 -5.00187 0.84020 3.00189
H4 -3.51688 0.45779 5.20145
H5 -5.10621 -0.34327 6.89777
H6 -6.29975 -2.47751 6.55496
H7 -5.84087 -3.83767 4.54930
H8 -4.24219 -3.03487 2.85175
H9 0.25820 -2.56488 1.06461
H10 1.32152 -4.66351 1.76380
H11 0.72923 -5.69527 3.92528
H12 -0.91113 -4.58201 5.40538
H13 -2.01174 -2.52852 4.69579
H14 -3.58337 3.96549 -2.78947
H15 -3.29345 3.92390 -1.02968
H16 -4.52728 2.87817 -1.75008
H17 -4.76001 1.96394 -3.92021
H18 -5.69020 2.68556 -6.06598
H19 -4.19205 3.13290 -7.97787
H20 -1.74847 2.94824 -7.68997
H21 -0.79836 2.31817 -5.51598
H22 2.04316 1.05871 -2.85991
H23 2.78379 -1.83655 -5.43045
H24 0.93917 -2.61611 -6.80742
H25 -1.28581 -1.77390 -6.65921
H26 -2.13536 -0.29848 -5.04155
H27 0.67148 5.74760 1.27750
H28 -0.52409 5.01377 2.36227
H29 -0.84003 5.09080 0.61709
H30 4.05784 4.25552 -0.22904
H31 5.66635 6.02608 0.37993
H32 5.41835 7.23916 2.51153
H33 3.56128 6.68840 4.03995
H34 1.95317 4.93079 3.43578
H35 2.80116 -0.00794 -0.68632
H36 4.81169 -1.38094 -0.49207
H37 6.55254 -0.82738 1.17360
H38 6.26467 1.15390 2.61921
H39 4.26989 2.53893 2.44939
O1 1.74577 -0.13023 -4.76183
C49 1.32961 -1.86260 -3.69411
O2 1.56431 0.30286 -2.48970
C50 0.92282 -3.01376 -3.04739
C51 1.18794 -4.30575 -3.53496
C52 0.63819 -5.41748 -2.92195
C53 -0.25423 -5.31023 -1.86261
C54 -0.53622 -4.04818 -1.34982
C55 0.15206 -2.89371 -1.81229
O3 0.12153 -1.79916 -1.17983
N7 -1.52744 -3.89079 -0.33578
O4 -1.96040 -2.76284 -0.13366
O5 -1.90643 -4.88140 0.24943
N8 0.99502 -6.73066 -3.42999
O6 1.64135 -6.75896 -4.45004
O7 0.63222 -7.68397 -2.78674
H40 1.82847 -4.44812 -4.39017
H41 -0.72208 -6.18743 -1.43790
N9 2.66439 -1.70998 3.70856
C56 1.83113 -0.89654 3.05751
O8 1.80703 -0.85352 1.83106
C57 0.94567 -0.03900 3.92539
I1 2.03768 1.66501 4.66306
H42 3.29701 -2.28924 3.18021
H43 2.68893 -1.78929 4.71106
H44 0.58570 -0.58928 4.78968
H45 0.11110 0.35257 3.35158

The calculation puts the largest force on an atom at 4.348 eV/Å. Its LUMO energy (alpha / beta) is -7.0455 / -7.0174 eV. For the relative energy (zero: lowest compared OMol25 entry of this formula, charge and spin), the calculation gives 304.72 kJ/mol. The value obtained for the HOMO-LUMO gap (alpha / beta) is 5.16 / 5.20 eV. The total energy is -4022.856863 Ha. As for the charge: +2. Its spin multiplicity is 1. The calculation puts the HOMO energy (alpha / beta) at -12.20 / -12.22 eV.